Below is a 2-piece molecular cluster, C3H8N4O overall in a non-equilibrium geometry, with properties calculated with ωB97M-V with the def2-TZVPD basis set.

**Molecular weight**: 116.1 g mol⁻¹
**DFT total energy**: -11243.42067 eV
**ΔE to the lowest compared entry with this formula, charge and spin**: 143.0 kcal/mol

Geometry (Å):
C  0.815  0.142  -0.023
C  1.639  1.429  -0.129
C  -2.377  -0.148  0.897
N  1.596  -1.073  -0.164
N  1.088  -1.764  -1.078
N  0.040  -1.123  -1.578
N  -0.207  0.050  -1.013
O  -1.396  -0.106  1.817
H  0.341  0.144  1.000
H  0.990  2.277  0.059
H  2.055  1.518  -1.130
H  2.445  1.403  0.597
H  -2.741  -1.081  0.517
H  -2.608  0.789  0.435
H  -0.505  -1.468  -2.353
H  -1.175  -0.990  2.144